# 1
A molecular structure, C20H21BN6Pt, computed with ωB97M-V/def2-TZVPD.

Each line ends with the natural charge from an NBO analysis.
Cartesian coordinates (Å):
H1 -0.20279 3.02963 0.56979  0.24
N1 -0.61995 1.51196 -0.87726  -0.34
B1 -0.95195 0.22035 -3.07934  0.54
N2 -0.60860 1.48788 -2.25822  -0.31
C1 -0.25838 2.70402 -2.70883  0.00
Pt1 -1.05926 -0.15374 0.28354  0.97
H2 -0.19103 2.86170 -3.77017  0.22
C2 -0.03522 3.52751 -1.61726  -0.35
H3 0.26883 4.55714 -1.65368  0.23
C3 -0.27045 2.75914 -0.48088  0.00
H4 -0.91418 0.36613 -4.26654  -0.02
C4 -1.68070 -1.81858 1.25276  -0.80
H5 -1.68064 -1.63677 2.33023  0.20
H6 -0.96512 -2.61252 1.01678  0.19
H7 -2.68206 -2.09562 0.91237  0.18
N3 -2.33908 -0.16260 -2.52244  -0.31
N4 -0.03277 -0.88566 -2.53016  -0.31
N5 -2.58006 -0.33522 -1.17531  -0.31
N6 0.02540 -1.18574 -1.18879  -0.36
C5 -3.48286 -0.35797 -3.20224  0.00
C6 0.85204 -1.66024 -3.18100  0.01
H8 -3.47604 -0.25980 -4.27448  0.23
H9 0.94785 -1.56202 -4.23643  0.22
C7 -4.47638 -0.66955 -2.29475  -0.35
C8 1.49870 -2.47566 -2.24648  -0.35
C9 -3.89020 -0.64480 -1.03287  -0.01
C10 0.96071 -2.14115 -1.00222  0.00
H10 -5.50236 -0.89115 -2.53119  0.23
H11 2.25865 -3.19056 -2.43791  0.23
H12 -4.35593 -0.85258 -0.07312  0.23
H13 1.22744 -2.51249 -0.02238  0.24
H14 -2.18783 0.67801 1.15662  -0.03
C11 4.47684 0.19056 2.14902  -0.22
C12 3.82138 0.10724 0.90875  -0.22
C13 2.43752 0.12660 0.85530  -0.20
C14 1.63110 0.19893 2.00920  -0.17
C15 0.20223 0.18490 2.02681  -0.10
C16 -0.45375 0.30196 3.23486  -0.25
C17 0.21344 0.41056 4.47857  -0.24
C18 1.59257 0.39607 4.48932  -0.19
C19 2.32261 0.28413 3.28573  0.02
C20 3.73250 0.28178 3.31425  -0.22
H15 5.56234 0.19122 2.18817  0.21
H16 4.40269 0.03694 -0.00977  0.21
H17 1.94798 0.10137 -0.11159  0.21
H18 -1.53348 0.27287 3.21415  0.21
H19 -0.34490 0.47987 5.41026  0.21
H20 2.16230 0.47252 5.41564  0.20
H21 4.23084 0.36343 4.28317  0.20

Cartesian forces, eV/Å:
H -0.052 -0.283 -0.321
N 0.877 1.881 -0.702
B -0.246 -0.103 1.991
N 0.512 0.966 1.008
C -0.041 -0.344 0.618
Pt -2.286 1.712 1.867
H 0.030 0.193 -0.041
C 0.127 0.506 -0.304
H -0.002 0.089 0.023
C -0.284 -1.132 -1.054
H 0.015 -0.019 0.158
C 0.320 -0.104 0.387
H -0.136 -0.382 -0.166
H -0.252 -0.137 0.144
H 0.146 -0.088 0.067
N -1.446 -0.390 0.627
N 1.038 -0.974 0.843
N -0.866 -0.391 -0.982
N 1.499 -0.987 -0.263
C 0.458 0.006 0.611
C 0.018 -0.249 1.321
H -0.149 -0.027 -0.007
H 0.129 -0.078 -0.482
C -0.591 -0.081 -0.298
C -0.383 0.501 -0.359
C 1.120 0.244 -0.699
C -0.702 0.783 -1.372
H -0.034 0.016 0.049
H 0.407 -0.398 -0.165
H 0.414 0.172 -0.217
H -0.233 0.163 -0.070
H 1.501 -0.863 -0.521
C 0.241 -0.236 -3.249
C 2.985 0.121 1.773
C -2.358 0.101 -0.017
C 0.232 -0.027 0.311
C 1.004 -0.614 -3.948
C -0.477 0.353 4.466
C -3.293 -0.223 -2.034
C 2.310 -0.044 -0.253
C 0.206 0.127 -0.052
C -1.138 0.135 1.449
H -0.144 -0.025 -0.036
H -0.110 0.025 0.230
H -0.003 0.032 0.100
H -0.006 0.126 0.291
H -0.011 0.017 -0.296
H -0.196 -0.007 -0.155
H -0.149 -0.064 -0.271

- Kohn-Sham gap (spin up / spin down): 4.858 / 6.424 eV
- Multiplicity: 3
- Relative energy (zero: lowest compared OMol25 entry of this formula, charge and spin): 0.0 kcal per mole
- E: -33942.4656 eV
- Max |F|: 4.51 eV/Å
- <S²>: 2.04

---

# 2
A single C20H21BrN4O4 molecule, computed with ωB97M-V/def2-TZVPD.

Each line ends with the natural charge from an NBO analysis.
Cartesian coordinates (Å):
O1 1.93410 -0.38244 2.15536  -0.69
O2 -0.13207 -2.67887 -0.89319  -0.64
Br1 4.98011 2.92860 -1.65606  0.09
N1 3.35598 1.36470 -3.44164  -0.10
N2 1.92212 3.51628 0.52066  -0.43
O3 0.52001 0.42860 3.79025  -0.52
O4 2.41303 0.30224 -3.41681  -0.38
C1 0.87689 -0.43971 2.80767  0.91
C2 0.21170 -1.86693 -0.01003  0.67
C3 3.76132 1.52927 -2.20846  0.14
C4 2.09310 2.95582 1.72856  0.05
C5 -0.67162 4.02131 -2.02758  -0.20
C6 -1.75959 3.34683 -1.44514  -0.22
C7 1.03022 2.42656 2.42571  -0.10
C8 0.57984 4.05880 -1.39253  -0.21
C9 -1.64133 2.77120 -0.18874  -0.17
C10 -0.25710 2.39675 1.79650  -0.14
C11 0.73014 3.49060 -0.10968  0.21
C12 -0.39217 2.88686 0.50675  -0.13
N3 0.50385 -0.56165 -0.34843  -0.62
N4 -0.04306 -1.41222 2.50026  -0.45
C13 1.18358 1.72142 3.76921  -0.08
C14 -1.28763 -1.59922 3.26358  -0.21
C15 -1.53336 -3.05443 3.00740  -0.41
C16 -1.01637 -3.33284 1.63016  -0.40
C17 3.17188 0.57588 -1.22700  -0.52
C18 0.75227 -0.02519 -1.69230  -0.24
C19 0.19047 -2.40389 1.43282  -0.11
C20 2.19428 -0.22681 -2.10532  0.08
H1 3.10705 2.91609 2.17506  0.20
H2 -0.72937 4.49533 -2.99853  0.22
H3 -2.66004 3.28214 -2.05066  0.22
H4 1.40967 4.47934 -1.94628  0.24
H5 -2.49582 2.20789 0.22102  0.22
H6 -1.06724 1.91172 2.37389  0.22
H7 0.89611 0.00149 0.37706  0.41
H8 0.74090 2.38348 4.49951  0.21
H9 2.24942 1.62118 3.99099  0.20
H10 -2.09851 -0.94562 2.88656  0.19
H11 -1.18376 -1.37213 4.32416  0.22
H12 -0.98789 -3.67851 3.75116  0.20
H13 -2.58938 -3.27679 3.07277  0.22
H14 -0.72570 -4.37305 1.47340  0.23
H15 -1.80194 -3.12992 0.90393  0.23
H16 3.88722 -0.09464 -0.76050  0.25
H17 2.69638 1.10771 -0.38347  0.24
H18 0.43618 1.01486 -1.78468  0.22
H19 0.15158 -0.55130 -2.43359  0.24
H20 1.09511 -2.95368 1.66033  0.23
H21 2.45832 -1.32424 -2.06528  0.20

Cartesian forces, eV/Å:
O -1.125 0.528 1.313
O 0.800 1.146 1.341
Br -0.850 -1.050 -0.636
N 0.395 0.097 2.919
N 1.212 -0.276 0.708
O -0.157 0.096 -0.185
O 0.148 0.115 -0.872
C 1.108 -0.841 -1.848
C -0.698 -0.750 -2.741
C -0.248 0.108 -1.919
C 0.120 0.893 -1.443
C 2.159 0.060 0.837
C -0.131 -0.342 0.581
C -2.824 -1.355 -0.211
C -1.599 -0.008 -1.238
C -0.190 0.395 -1.159
C 2.176 -0.523 2.017
C 0.237 -0.124 0.727
C -1.488 -0.236 -0.252
N -0.021 -0.358 0.504
N 0.509 1.986 1.259
C 0.699 0.287 -1.181
C 0.126 0.440 -0.419
C -0.243 -1.067 1.123
C -0.029 -0.453 -0.920
C -0.287 -0.146 0.827
C -0.753 -1.180 -0.521
C -0.681 0.936 0.583
C 1.083 0.036 0.908
H -0.582 0.216 -0.554
H -0.271 -0.144 -0.036
H -0.071 -0.125 0.401
H 0.167 0.071 0.396
H 0.640 0.386 0.022
H 0.298 0.406 -0.694
H 0.211 0.146 0.545
H -0.400 -0.516 0.593
H -0.147 -0.214 0.055
H 0.303 -0.308 -0.065
H 0.320 0.052 -0.117
H -0.378 0.469 -0.311
H -0.246 -0.289 0.177
H -0.080 0.116 0.058
H 0.180 0.156 -0.192
H 0.452 0.172 -0.045
H 0.075 -0.089 -0.414
H 0.238 0.144 0.437
H -0.230 -0.231 0.233
H 0.450 0.093 -0.283
H -0.376 1.075 -0.313

- Kohn-Sham gap: 8.446 eV
- Multiplicity: 1
- Structure (SMILES): O=C(NC[C@@H]1CC(Br)=NO1)[C@@H]1CCCN1C(=O)OCc1cnc2ccccc2c1
- Relative energy (zero: lowest compared OMol25 entry of this formula, charge and spin): 63.2 kcal per mole
- E: -105272.7613 eV
- Max |F|: 3.14 eV/Å

---

# 3
A molecular structure, C20H21CaClFIN4O3, computed with ωB97M-V/def2-TZVPD.

Each line ends with the natural charge from an NBO analysis.
Cartesian coordinates (Å):
Ca1 -0.53261 0.00251 0.65538  1.76
Cl1 5.67000 -0.53940 4.42424  -0.02
C1 4.00515 -0.36307 3.93218  -0.10
C2 3.01203 -0.48854 4.86243  -0.21
C3 1.66705 -0.35374 4.49938  -0.29
I1 0.17084 -0.56356 5.93649  0.14
C4 1.25643 -0.08520 3.19408  0.42
O1 0.03130 0.04211 2.82976  -0.88
C5 2.33231 0.03973 2.22243  0.05
N1 1.94985 0.28920 0.93622  -0.52
C6 2.87019 0.41977 0.00886  0.05
C7 4.24342 0.30248 0.27592  -0.27
C8 4.65019 0.04246 1.55180  -0.15
C9 3.69380 -0.09618 2.58257  -0.03
H1 3.27382 -0.69524 5.89121  0.24
H2 2.53212 0.61969 -1.00244  0.20
H3 4.95858 0.41287 -0.52776  0.22
H4 5.70039 -0.05810 1.79081  0.23
F1 3.21596 -3.55459 -2.11928  -0.35
C10 2.05242 -3.29782 -1.44614  0.28
C11 2.08342 -2.95187 -0.11188  -0.25
C12 0.89184 -2.68837 0.54755  -0.31
C13 -0.37552 -2.73077 -0.10521  -0.06
C14 -1.57129 -2.33473 0.55773  -0.92
C15 -0.33554 -3.09987 -1.48100  -0.30
C16 0.85275 -3.40337 -2.12405  -0.25
H5 3.03152 -2.89757 0.41009  0.23
H6 0.91628 -2.46323 1.60950  0.22
H7 -1.59130 -2.47275 1.63740  0.21
H8 -2.50937 -2.55395 0.05834  0.20
H9 -1.27669 -3.22142 -2.00821  0.20
H10 0.85817 -3.76574 -3.14727  0.20
N2 -0.64590 -0.21526 -5.32688  -0.49
C17 -0.85816 0.86795 -4.29884  -0.27
C18 0.49293 1.29145 -3.73696  -0.25
N3 1.28264 0.18073 -3.23496  -0.61
C19 1.46306 -0.85219 -4.23287  -0.25
C20 0.13884 -1.37506 -4.77168  -0.25
H11 -0.13896 0.17270 -6.12351  0.42
H12 -1.54784 -0.53862 -5.67057  0.43
H13 -1.47788 0.45811 -3.50221  0.28
H14 -1.38157 1.69016 -4.78541  0.22
H15 0.31181 2.00620 -2.93797  0.25
H16 1.07954 1.80065 -4.51084  0.19
H17 0.87853 -0.21839 -2.39278  0.38
H18 2.01259 -1.68535 -3.79814  0.26
H19 2.06799 -0.44873 -5.05373  0.19
H20 -0.45229 -1.80308 -3.96200  0.25
H21 0.26489 -2.10557 -5.57021  0.22
O2 -1.61852 0.61033 -1.44263  -0.65
N4 -1.81984 1.82105 -1.13191  0.31
O3 -1.17942 2.20531 -0.14142  -0.55

Cartesian forces, eV/Å:
Ca 0.025 -0.324 0.488
Cl -0.016 0.003 -0.016
C 0.041 -0.023 0.129
C 0.067 0.001 -0.017
C -0.187 -0.004 0.033
I 0.105 0.001 -0.018
C -0.028 0.039 -0.087
O 0.145 -0.035 -0.154
C -0.151 0.029 -0.040
N 0.060 0.058 -0.049
C -0.001 0.013 0.107
C 0.042 0.012 -0.072
C 0.026 -0.012 0.077
C -0.065 0.028 -0.160
H -0.022 -0.002 0.003
H 0.018 -0.008 -0.005
H -0.011 0.001 -0.001
H -0.007 -0.002 0.003
F -0.007 -0.004 0.002
C 0.062 0.020 0.008
C -0.040 -0.015 0.020
C -0.030 0.013 -0.109
C -0.106 0.067 0.110
C 0.037 0.066 -0.016
C 0.065 0.016 0.008
C -0.088 0.002 -0.041
H -0.004 -0.001 0.001
H 0.024 -0.009 0.003
H 0.009 -0.011 -0.005
H 0.001 -0.007 0.000
H 0.001 -0.002 0.004
H 0.002 0.011 -0.010
N 0.010 -0.004 0.029
C 0.033 0.103 0.066
C 0.018 -0.113 -0.001
N 0.020 0.061 -0.031
C 0.013 -0.018 0.048
C 0.067 -0.041 0.036
H -0.006 0.000 -0.029
H -0.025 -0.005 -0.021
H -0.044 -0.056 -0.013
H -0.002 -0.012 -0.027
H -0.006 0.049 0.015
H -0.007 0.024 0.009
H -0.080 0.006 -0.018
H 0.018 0.001 -0.030
H 0.001 -0.006 -0.010
H -0.036 0.012 -0.015
H -0.016 0.001 -0.005
O 0.144 -0.034 0.015
N 0.011 0.186 -0.212
O -0.081 -0.077 0.000

- Kohn-Sham gap: 4.950 eV
- Multiplicity: 1
- Relative energy (zero: lowest compared OMol25 entry of this formula, charge and spin): 1.0 kcal per mole
- E: -74962.1763 eV
- Max |F|: 0.59 eV/Å

---

# 4
A molecular structure, C20H21Cl8GeMnNS3SbSi, computed with ωB97M-V/def2-TZVPD.

Each line ends with the natural charge from an NBO analysis.
Cartesian coordinates (Å):
Mn1 1.18979 -0.25527 -0.10105  0.39
S1 5.41679 -2.15585 1.38872  -0.90
Sb1 4.44476 -0.46316 0.23754  0.93
S2 2.47143 0.23660 1.61341  -0.51
S3 2.64565 -1.59380 -1.08697  -0.51
C1 -3.95815 -4.50592 -0.55190  -0.44
N1 -3.62658 -3.41287 -1.49986  -0.29
C2 -4.75767 -2.95548 -2.32601  -0.40
C3 -2.49649 -2.85765 -1.56171  -0.09
C4 -0.06301 -0.75496 -1.65308  -0.10
C5 -0.10480 -0.89834 -2.97056  -0.39
C6 0.84799 -0.25049 -3.84713  -0.21
C7 1.63390 0.79290 -3.57236  -0.15
C8 1.66848 1.66785 -2.42195  -0.24
C9 1.40531 1.48395 -1.10990  -0.20
H1 -4.48842 -5.28998 -1.09042  0.21
H2 -4.59883 -4.12060 0.24188  0.22
H3 -3.03520 -4.89076 -0.13205  0.24
H4 -5.21367 -3.80412 -2.83650  0.20
H5 -4.38863 -2.22428 -3.03502  0.24
H6 -5.48884 -2.49321 -1.66296  0.22
H7 -0.38790 -3.17403 -1.55751  -0.06
H8 -2.05557 -1.22302 -0.32541  0.06
H9 -0.82870 -1.56260 -3.44323  0.22
H10 0.93515 -0.68950 -4.83385  0.21
H11 2.27363 1.11666 -4.38732  0.21
H12 1.91741 2.69287 -2.69245  0.21
C10 1.71812 4.79042 3.15935  -1.11
Si1 1.22356 5.17086 1.40061  1.61
C11 2.45982 6.38121 0.67262  -1.10
C12 -0.49157 5.90217 1.28998  -1.11
C13 1.29602 3.64873 0.38385  -0.42
C14 1.34844 2.65123 -0.30185  -0.05
H13 1.79089 5.71031 3.74571  0.22
H14 2.69189 4.29657 3.17547  0.24
H15 0.99672 4.12423 3.63594  0.26
H16 2.45104 7.32200 1.22928  0.22
H17 2.22779 6.59994 -0.37146  0.23
H18 3.47098 5.97155 0.71496  0.24
H19 -0.53873 6.86309 1.80962  0.22
H20 -1.22490 5.22884 1.72909  0.26
H21 -0.76636 6.06272 0.24506  0.24
Cl1 -1.14668 2.51677 2.56866  -0.48
Ge1 -1.00198 0.95557 0.99671  1.01
Cl2 -2.68607 -0.34869 1.87793  -0.52
Cl3 -2.30718 1.82544 -0.62890  -0.52
Cl4 0.78433 -1.89067 3.63887  0.12
C15 0.92521 -3.18567 2.55571  -0.02
C16 0.26252 -3.23612 1.22589  -0.30
C17 -0.25321 -2.09759 0.75816  -0.09
Cl5 -1.16321 -2.16704 -0.91486  0.85
C18 0.35804 -4.64708 0.82062  -0.10
Cl6 -0.20827 -5.37224 -0.63633  0.02
C19 1.11151 -5.29676 1.72402  -0.05
Cl7 1.61383 -6.92077 1.64973  0.07
C20 1.45139 -4.39191 2.82140  -0.11
Cl8 2.24825 -4.88203 4.24182  0.07

Cartesian forces, eV/Å:
Mn -0.626 0.314 0.426
S -0.029 0.022 -0.001
Sb 0.078 -0.156 0.145
S 0.009 0.072 -0.095
S 0.002 0.090 -0.089
C -0.162 0.258 0.200
N 0.212 -1.031 1.145
C 0.140 -0.196 -0.247
C -1.173 1.910 -1.958
C 0.189 -0.277 -0.248
C -0.105 0.141 0.138
C -0.206 -0.254 -0.152
C 0.322 0.261 0.036
C -0.184 0.086 0.106
C 0.151 -0.064 -0.302
H 0.047 -0.005 -0.016
H -0.004 0.018 -0.021
H 0.014 -0.016 0.013
H 0.023 0.013 0.009
H 0.017 0.016 -0.012
H 0.028 -0.012 0.032
H 0.120 0.261 -0.228
H -0.206 -0.081 0.097
H 0.037 -0.109 0.063
H -0.033 -0.023 -0.023
H 0.018 0.028 -0.002
H 0.002 0.026 0.001
C -0.026 -0.025 0.019
Si 0.044 0.006 -0.005
C 0.004 -0.001 0.005
C 0.034 0.053 -0.032
C -0.089 0.062 -0.019
C 0.129 -0.128 0.056
H -0.012 -0.001 0.008
H -0.006 -0.004 0.002
H 0.039 0.028 -0.032
H 0.002 0.003 -0.003
H -0.003 -0.002 0.000
H -0.003 -0.002 -0.007
H 0.002 -0.008 0.003
H -0.045 -0.036 0.018
H 0.004 0.008 0.011
Cl 0.013 -0.047 -0.010
Ge -0.105 -0.002 -0.011
Cl 0.020 -0.002 -0.011
Cl 0.022 0.053 0.030
Cl 0.067 -0.018 -0.038
C -0.048 -0.086 0.052
C -0.640 -0.298 0.312
C 0.664 0.379 -0.785
Cl 1.089 -1.183 1.437
C 0.212 0.072 -0.138
Cl -0.090 -0.082 0.043
C 0.067 -0.030 0.064
Cl -0.021 -0.004 0.002
C -0.014 0.015 0.015
Cl 0.008 -0.012 -0.001

- Kohn-Sham gap (spin up / spin down): 4.673 / 4.833 eV
- Multiplicity: 4
- Net charge: -1
- Relative energy (zero: lowest compared OMol25 entry of this formula, charge and spin): 437.7 kcal per mole
- E: -257496.2807 eV
- Max |F|: 2.98 eV/Å
- <S²>: 4.04